Below is C12H25F3NO2P2Ti as an isolated structure at a distorted geometry, with properties calculated with wB97M-V/def2-TZVPD.

E_tot ... -68271.482 eV
Lowest unoccupied orbital energy ... -3.8 eV

Geometry as ORCA input:
```
! RIJCOSX wB97M-V def2-TZVPD def2/J DEFGRID3
* xyz 1 1
C 1.9202 2.3682 -1.5592
C 1.0569 1.7831 -0.6533
N 1.1879 0.4876 -0.2879
C 2.1344 -0.2728 -0.8897
C 3.0057 0.2475 -1.8366
C 2.9125 1.6031 -2.1587
C -0.0922 2.5611 -0.1240
P -1.1031 1.8108 1.2912
Ti 0.0107 -0.3751 1.3142
P 0.7714 -2.4355 0.2761
C 2.2472 -1.7526 -0.5242
O -2.2042 2.0090 -2.7001
O -1.1954 -1.0754 -2.6366
H 1.7943 3.3995 -1.8220
H 3.7456 -0.4357 -2.3092
H 3.6126 2.0196 -2.8641
C -0.4975 2.7999 2.6487
C -2.7828 2.3993 0.9678
H 2.4198 -2.3653 -1.4249
H 3.0949 -1.9260 0.1639
H -0.9451 2.5381 -0.8095
H 0.1302 3.6393 0.0203
C 1.3449 -3.6789 1.4455
C -0.0377 -3.3528 -1.0434
H -1.5229 -0.8844 -1.7435
H -2.0954 -0.9722 -3.0607
H -1.5755 1.2611 -2.6531
H -1.4894 2.6754 -3.0364
H 0.7310 -0.2669 2.6489
H -1.4997 -0.5267 0.9025
H -0.7203 3.8546 2.4305
H -1.0055 2.4169 3.5409
H 0.5803 2.6141 2.7225
H -2.8619 3.4752 1.1923
H -3.1054 2.2298 -0.0711
H -3.4483 1.8117 1.6172
H 0.6739 -4.1036 -1.4141
H -0.9339 -3.8446 -0.6449
H -0.3544 -2.6729 -1.8479
H 1.8691 -4.4752 0.8996
H 2.0168 -3.2117 2.1755
H 0.4890 -4.0918 2.0001
F -2.4557 -2.6517 1.5744
C -1.8013 -1.6156 2.2277
F -2.8099 -0.8063 2.7360
F -1.2118 -2.2112 3.3193
*
```

Atomic partial charges in e from the Löwdin method, atoms 1 to 4:
1. C 0.001
2. C -0.298
3. N 0.013
4. C -0.284